The following is a DFT calculation (wB97M-V/def2-TZVPD) of C49H56AsN2O5SW as an isolated structure in a non-equilibrium geometry.

Properties
**Gap between HOMO and LUMO (spin up / spin down)**: 6.448 / 6.534 eV
**Energy**: -138434.511 eV
**Total charge**: +1
**Energy above the lowest of the compared OMol25 structures with the same formula, charge and spin**: 0.9227 eV
**E_HOMO (spin up / spin down)**: -8.93 / -8.96 eV

Atoms and positions in Å:
W  -0.555  0.238  0.016
O  -0.804  -1.532  0.596
C  -0.012  -2.679  0.867
C  1.314  -2.559  0.126
C  2.053  -1.265  0.328
C  3.432  -1.239  0.096
C  4.150  -0.132  0.437
C  3.507  0.804  1.225
C  2.150  0.700  1.442
C  1.558  1.335  2.675
C  0.113  1.869  2.640
O  -0.444  1.467  1.406
C  -0.733  1.275  3.765
C  -0.200  1.126  5.042
C  -0.994  0.694  6.096
C  -2.329  0.379  5.877
C  -2.862  0.508  4.599
C  -2.071  0.964  3.552
C  0.073  3.419  2.765
C  -0.199  4.090  3.960
C  -0.306  5.477  3.992
C  -0.150  6.225  2.836
C  0.153  5.573  1.649
C  0.263  4.191  1.629
N  1.411  -0.187  0.765
C  0.261  -2.835  2.370
C  -0.281  -1.954  3.294
C  -0.058  -2.131  4.659
C  0.714  -3.192  5.106
C  1.259  -4.081  4.183
C  1.031  -3.906  2.827
C  -0.807  -3.900  0.393
C  -2.184  -3.926  0.608
C  -2.938  -5.026  0.228
C  -2.325  -6.122  -0.377
C  -0.957  -6.103  -0.596
C  -0.200  -4.996  -0.213
H  1.162  -2.777  -0.924
H  1.982  -3.331  0.502
H  3.925  -2.120  -0.306
H  5.214  -0.059  0.225
H  4.072  1.571  1.741
H  2.229  2.119  3.016
H  1.602  0.525  3.408
H  0.845  1.356  5.226
H  -0.567  0.600  7.089
H  -2.950  0.029  6.696
H  -3.903  0.260  4.418
H  -2.495  1.093  2.579
H  -0.341  3.549  4.883
H  -0.527  5.970  4.932
H  -0.273  7.303  2.856
H  0.296  6.145  0.739
H  0.489  3.690  0.719
H  -0.891  -1.143  2.951
H  -0.500  -1.437  5.368
H  0.881  -3.338  6.168
H  1.857  -4.920  4.524
H  1.441  -4.628  2.126
H  -2.664  -3.073  1.069
H  -4.009  -5.030  0.405
H  -2.911  -6.984  -0.670
H  -0.467  -6.950  -1.064
H  0.869  -5.003  -0.403
O  -4.317  1.715  -0.682
C  -3.311  1.075  -0.729
O  -2.218  1.349  -0.137
C  -3.166  -0.199  -1.522
C  -4.254  -0.796  -2.109
C  -4.109  -2.051  -2.677
C  -2.879  -2.638  -2.589
C  -1.851  -1.931  -1.988
N  -1.973  -0.702  -1.509
H  -5.200  -0.268  -2.065
H  -4.942  -2.567  -3.145
H  -2.702  -3.651  -2.938
H  -0.882  -2.385  -1.890
C  0.379  -2.876  -5.202
C  0.297  -1.521  -4.496
S  1.303  -1.557  -3.001
O  0.779  -0.529  -2.008
C  2.893  -0.862  -3.548
C  3.060  -0.468  -5.011
H  -0.288  -2.877  -6.066
H  0.071  -3.690  -4.537
H  1.387  -3.097  -5.561
H  -0.704  -1.325  -4.119
H  0.599  -0.698  -5.134
H  3.627  -1.619  -3.266
H  3.012  -0.012  -2.874
H  2.769  -1.263  -5.700
H  4.117  -0.264  -5.188
H  2.505  0.436  -5.261
C  0.435  3.096  -4.374
C  0.170  1.845  -3.526
As  0.244  2.118  -1.606
C  2.131  2.638  -1.732
C  2.773  3.708  -0.865
C  -0.847  3.731  -1.567
C  -2.083  3.619  -2.470
H  1.306  2.954  -5.018
H  0.625  3.988  -3.777
H  -0.413  3.318  -5.022
H  0.924  1.094  -3.712
H  -0.794  1.397  -3.751
H  2.237  2.911  -2.773
H  2.647  1.691  -1.576
H  2.241  4.657  -0.923
H  3.793  3.884  -1.224
H  2.843  3.418  0.179
H  -0.232  4.584  -1.833
H  -1.160  3.848  -0.537
H  -1.878  3.956  -3.484
H  -2.892  4.228  -2.066
H  -2.468  2.605  -2.528